1.
This record from OMol25 describes one molecule with the formula C25H21ClN6O3S in a non-equilibrium geometry. The level of theory is wB97M-V/def2-TZVPD.

Geometry as ORCA input:
```
! RIJCOSX wB97M-V def2-TZVPD def2/J DEFGRID3
* xyz 0 1
C -0.867 -2.077 -3.330
C -1.062 -1.204 -2.144
C -0.126 -0.692 -1.297
N 1.253 -0.838 -1.365
C 2.095 0.111 -0.869
N 1.694 1.358 -0.848
C 2.526 2.293 -0.347
C 2.123 3.639 -0.298
C 2.973 4.587 0.207
C 4.246 4.234 0.677
C 4.667 2.930 0.640
C 3.815 1.940 0.127
N 4.223 0.645 0.092
C 3.404 -0.244 -0.392
N 3.868 -1.555 -0.431
H 4.814 -1.621 -0.077
S 2.983 -2.927 -0.031
O 2.327 -3.416 -1.215
O 3.919 -3.797 0.608
C 1.735 -2.376 1.129
C 2.087 -1.555 2.182
C 1.099 -1.130 3.057
C -0.214 -1.527 2.877
C -0.539 -2.356 1.814
C 0.434 -2.791 0.929
H 0.202 -3.429 0.091
Cl -2.172 -2.831 1.565
H -0.985 -1.186 3.551
H 1.350 -0.473 3.874
H 3.113 -1.249 2.310
H 5.643 2.637 0.996
H 4.896 5.001 1.070
H 2.666 5.622 0.247
H 1.138 3.888 -0.660
H 1.626 -1.743 -1.628
C -0.813 -0.004 -0.215
O -0.386 0.525 0.795
N -2.160 -0.123 -0.542
C -3.196 0.646 0.000
C -3.248 0.853 1.375
C -4.267 1.616 1.914
C -5.243 2.164 1.098
C -5.183 1.966 -0.271
C -4.161 1.219 -0.825
H -4.094 1.096 -1.896
H -5.931 2.406 -0.915
H -6.042 2.750 1.526
H -4.303 1.778 2.981
H -2.478 0.434 2.000
N -2.320 -0.805 -1.746
C -3.450 -1.704 -1.851
H -3.619 -1.930 -2.902
H -4.335 -1.219 -1.446
H -3.279 -2.636 -1.302
H 0.194 -2.163 -3.545
H -1.264 -3.076 -3.148
H -1.372 -1.661 -4.200
*
```

Results
- maximum force (eV Å⁻¹) = 1.12
- HOMO energy (eV) = -7.6
- ΔE to the lowest compared entry with this formula, charge and spin (eV) = 0.000
- total energy (a.u.) = -2377.9290

2.
This record from OMol25 describes a 4-piece molecular cluster, C3H14O4 overall in a non-equilibrium geometry. The level of theory is wB97M-V/def2-TZVPD.

Geometry as ORCA input:
```
! RIJCOSX wB97M-V def2-TZVPD def2/J DEFGRID3
* xyz 0 1
C 0.653 -1.538 3.446
O 0.888 -2.910 3.620
H 1.312 -1.105 2.694
H -0.405 -1.304 3.326
H 0.919 -0.989 4.350
H 0.277 -3.346 4.218
C -0.257 2.075 -3.337
O -1.358 1.752 -2.512
H -0.168 3.119 -3.639
H 0.628 1.800 -2.762
H -0.252 1.394 -4.188
H -2.167 2.199 -2.770
C -0.912 -1.032 -0.137
O -0.587 0.332 -0.345
H -0.876 -1.234 0.934
H -1.859 -1.214 -0.645
H -0.080 -1.596 -0.559
H -0.976 0.661 -1.159
O 1.879 1.151 0.144
H 2.373 0.845 -0.617
H 0.968 0.940 -0.062
*
```

Results
- maximum force (eV Å⁻¹) = 1.50
- HOMO energy (eV) = -10.1
- ΔE to the lowest compared entry with this formula, charge and spin (eV) = 2.096
- total energy (a.u.) = -423.5915

3.
This record from OMol25 describes a 2-piece molecular cluster, C5H8N3O3S overall in a non-equilibrium geometry. The level of theory is wB97M-V/def2-TZVPD.

Geometry as ORCA input:
```
! RIJCOSX wB97M-V def2-TZVPD def2/J DEFGRID3
* xyz -1 1
C -0.611 -0.787 0.010
C -1.708 -0.298 -0.928
C 0.336 0.302 -0.031
C -1.458 -1.114 -2.200
C 0.720 2.122 2.356
N -1.464 1.145 -1.015
N -0.287 1.325 -0.585
N -0.410 -2.000 0.342
O 2.528 -0.946 -0.612
O 2.766 1.207 0.458
O 1.811 -0.589 1.722
S 2.025 -0.035 0.419
H -2.784 -0.558 -0.541
H -1.544 -2.123 -1.812
H -0.395 -0.981 -2.416
H -2.013 -0.637 -2.982
H 0.063 1.219 2.164
H 0.712 2.781 1.565
H 1.345 2.091 3.220
H 0.369 -2.121 0.865
*
```

Results
- maximum force (eV Å⁻¹) = 4.51
- HOMO energy (spin up / spin down) (eV) = -4.9 / -5.4
- ΔE to the lowest compared entry with this formula, charge and spin (eV) = 2.053
- total energy (a.u.) = -983.3838

4.
This record from OMol25 describes C53H63N4O4PS3Ti as an isolated structure in a non-equilibrium geometry. The level of theory is wB97M-V/def2-TZVPD.

Geometry as ORCA input:
```
! RIJCOSX wB97M-V def2-TZVPD def2/J DEFGRID3
* xyz 1 2
Ti 1.042 -0.098 0.736
C 5.057 1.843 0.761
C 3.693 2.258 1.315
N 2.861 1.085 1.632
C 3.430 0.226 2.687
C 3.787 -1.211 2.213
S 3.205 -1.654 0.543
C 4.792 -1.625 -0.387
C 5.663 -0.389 -0.171
N 4.910 0.848 -0.289
H 5.697 1.469 1.569
H 5.549 2.739 0.369
H 3.155 2.845 0.570
H 3.852 2.877 2.204
H 1.949 1.439 1.930
H 2.724 0.143 3.507
H 4.329 0.696 3.091
H 3.325 -1.939 2.875
H 4.862 -1.380 2.219
H 4.482 -1.714 -1.429
H 5.332 -2.526 -0.104
H 6.443 -0.421 -0.941
H 6.181 -0.444 0.793
H 3.925 0.629 -0.357
C -3.347 0.699 5.047
C -3.376 -0.388 3.980
C -4.646 -1.214 4.033
O -2.238 -1.238 4.150
C -1.396 -1.114 3.028
C -1.896 0.180 2.338
O -3.261 0.177 2.685
C -1.729 0.284 0.780
O -0.446 0.812 0.517
C -2.727 1.332 0.261
C -3.678 1.110 -0.725
C -4.507 2.139 -1.156
C -4.375 3.415 -0.636
C -3.398 3.657 0.319
C -2.587 2.627 0.758
C -1.951 -1.123 0.230
C -3.224 -1.691 0.253
C -3.423 -2.991 -0.186
C -2.358 -3.751 -0.646
C -1.081 -3.219 -0.625
C -0.887 -1.924 -0.175
C 0.102 -1.106 3.445
O 0.866 -0.737 2.301
C 0.241 -0.097 4.584
C -0.066 -0.463 5.893
C 0.008 0.462 6.922
C 0.392 1.771 6.669
C 0.662 2.156 5.366
C 0.570 1.232 4.336
C 0.636 -2.503 3.799
C 1.638 -2.668 4.752
C 2.253 -3.900 4.934
C 1.883 -4.986 4.158
C 0.905 -4.827 3.188
C 0.304 -3.593 2.997
H -3.334 0.240 6.035
H -4.225 1.335 4.946
H -2.448 1.308 4.937
H -4.757 -1.657 5.021
H -4.596 -2.006 3.286
H -5.502 -0.576 3.818
H -1.580 -1.960 2.368
H -1.398 1.051 2.777
H -3.785 0.137 -1.181
H -5.255 1.933 -1.911
H -5.020 4.215 -0.977
H -3.269 4.652 0.724
H -1.816 2.832 1.491
H -4.056 -1.122 0.642
H -4.419 -3.414 -0.160
H -2.521 -4.759 -1.003
H -0.238 -3.815 -0.950
H 0.146 -1.533 -0.131
H -0.383 -1.474 6.103
H -0.249 0.166 7.931
H 0.468 2.486 7.476
H 0.928 3.182 5.146
H 0.716 1.573 3.319
H 1.948 -1.833 5.367
H 3.031 -4.003 5.680
H 2.355 -5.948 4.305
H 0.610 -5.664 2.568
H -0.433 -3.492 2.212
S 0.971 -0.072 -5.783
P -0.488 -0.112 -4.383
S 0.020 -0.071 -2.448
C -1.648 1.240 -4.799
C -2.437 1.819 -3.812
C -3.322 2.834 -4.144
C -3.412 3.283 -5.453
C -2.620 2.710 -6.439
C -1.743 1.687 -6.115
C -1.439 -1.647 -4.611
C -1.033 -2.655 -5.475
C -1.727 -3.857 -5.497
C -2.817 -4.048 -4.662
C -3.232 -3.032 -3.811
C -2.544 -1.832 -3.783
H -2.346 1.490 -2.784
H -3.935 3.277 -3.371
H -4.100 4.079 -5.705
H -2.682 3.060 -7.461
H -1.124 1.234 -6.878
H -0.180 -2.500 -6.123
H -1.406 -4.648 -6.162
H -3.346 -4.992 -4.673
H -4.084 -3.177 -3.160
H -2.846 -1.035 -3.113
N 2.571 2.384 -5.486
C 3.744 1.652 -4.977
C 3.454 1.251 -3.539
N 3.122 2.395 -2.685
C 2.012 3.166 -3.240
C 2.263 3.585 -4.679
H 1.741 1.543 -5.491
H 2.700 2.636 -6.463
H 4.639 2.278 -5.029
H 3.882 0.759 -5.587
H 4.345 0.770 -3.148
H 2.619 0.550 -3.506
H 3.948 2.988 -2.635
H 1.836 4.046 -2.619
H 1.121 2.544 -3.191
H 3.116 4.268 -4.734
H 1.381 4.075 -5.092
*
```

Results
- <S²> = 0.7525
- maximum force (eV Å⁻¹) = 3.81
- HOMO energy (spin up / spin down) (eV) = -9.9 / -9.8
- ΔE to the lowest compared entry with this formula, charge and spin (eV) = 3.592
- total energy (a.u.) = -4962.6678